(1)
{"formula": "C20H22N2O3Ru", "method": "wB97M-V/def2-TZVPD", "elements": ["C", "C", "H", "H", "H", "H", "H", "H", "C", "C", "C", "C", "H", "H", "H", "H", "N", "C", "C", "N", "C", "C", "C", "H", "H", "C", "H", "H", "Ru", "C", "H", "H", "H", "O", "C", "C", "C", "C", "C", "C", "C", "O", "O", "H", "H", "H", "H", "H"], "coordinates": [[1.922, 0.703, -4.143], [1.837, -0.794, -4.445], [1.080, 1.235, -4.593], [2.811, 1.128, -4.618], [1.975, 0.912, -3.074], [1.022, -1.277, -3.903], [1.677, -0.947, -5.517], [2.786, -1.292, -4.223], [-1.377, 2.467, 0.750], [-2.378, 3.169, 1.427], [-3.346, 2.478, 2.163], [-3.249, 1.103, 2.218], [-0.591, 2.958, 0.187], [-2.388, 4.254, 1.391], [-4.149, 2.993, 2.690], [-3.941, 0.506, 2.790], [-1.323, 1.124, 0.777], [-2.224, 0.444, 1.519], [-2.062, -0.981, 1.536], [-1.013, -1.457, 0.809], [-0.799, -2.799, 0.780], [-2.759, -3.221, 2.119], [-1.669, -3.695, 1.397], [0.092, -3.095, 0.225], [-1.487, -4.759, 1.301], [-2.932, -1.856, 2.204], [-3.753, -1.411, 2.750], [-3.475, -3.884, 2.598], [0.234, -0.112, -0.162], [1.319, -1.283, -1.370], [0.693, -1.810, -2.114], [1.698, -2.044, -0.657], [2.188, -0.822, -1.880], [4.021, -0.433, 1.858], [4.028, 0.695, 2.605], [5.232, 1.065, 3.226], [5.253, 2.212, 4.013], [4.098, 2.972, 4.229], [2.888, 2.563, 3.669], [2.839, 1.455, 2.823], [1.536, 0.969, 2.305], [0.471, 1.171, 2.887], [1.657, 0.334, 1.108], [3.119, -0.458, 1.417], [6.097, 0.423, 3.071], [6.185, 2.478, 4.493], [4.125, 3.887, 4.818], [1.942, 3.046, 3.900]], "atomic_forces_ev_per_a": [[0.04, -0.06, -0.63], [0.23, 0.19, -0.42], [-0.05, -0.02, 0.30], [-0.03, -0.04, 0.20], [-0.03, 0.15, 0.02], [0.14, 0.00, -0.34], [-0.09, 0.01, 0.18], [-0.20, -0.07, 0.19], [-0.68, -0.32, 0.44], [0.15, 0.07, -0.05], [0.46, 0.15, -0.31], [0.59, -0.64, -0.36], [-0.18, 0.10, 0.01], [0.01, -0.16, -0.08], [0.27, -0.03, -0.16], [-0.11, 0.22, 0.05], [-0.22, 0.46, -0.06], [-0.60, 1.92, 0.10], [0.13, -1.85, -0.22], [-0.61, -1.37, 0.25], [-0.41, 0.45, 0.12], [0.09, 0.08, -0.13], [0.50, -0.10, -0.25], [-0.44, -0.23, 0.17], [0.04, 0.12, 0.02], [0.33, 0.95, -0.31], [0.00, -0.31, 0.05], [0.28, 0.03, -0.12], [-1.08, 0.40, 0.14], [0.36, -1.03, -0.09], [0.20, 0.19, 0.43], [0.03, 0.15, -0.36], [-0.59, 0.03, 0.36], [-0.28, 2.28, 1.21], [-0.46, -2.04, -1.52], [0.74, 0.87, 0.88], [0.73, -1.15, -0.42], [0.31, 0.34, 0.06], [-1.10, -1.44, -1.14], [-0.05, 0.87, 1.18], [-2.38, 0.33, -0.08], [2.28, -0.46, -1.08], [1.08, 0.78, 1.75], [0.37, -0.06, 0.02], [-0.09, 0.27, 0.09], [-0.02, 0.15, -0.02], [0.11, -0.28, -0.01], [0.24, 0.10, -0.05]], "mulliken_charge": [-0.61, -0.79, 0.27, 0.29, 0.08, 0.15, 0.37, 0.30, -0.26, -0.67, -0.57, -0.55, 0.45, 0.43, 0.47, 0.40, 0.01, 1.02, 0.40, 0.21, -0.19, -0.54, -0.80, 0.42, 0.42, -0.60, 0.32, 0.47, 0.88, -1.40, 0.49, 0.39, 0.49, -0.47, 0.50, -0.54, -0.42, -0.59, -0.27, 0.34, 0.81, -0.48, -0.89, 0.40, 0.48, 0.43, 0.45, 0.51], "total_charge": 2, "spin_multiplicity": 5, "homo_lumo_gap_ev": [8.0, 5.3], "homo_ev": [-15.150, -15.147]}

(2)
{"formula": "C35H92F6N2O15S2", "method": "wB97M-V/def2-TZVPD", "elements": ["N", "H", "H", "H", "H", "C", "F", "F", "F", "S", "O", "O", "N", "S", "O", "O", "C", "F", "F", "F", "C", "C", "C", "O", "H", "H", "H", "H", "H", "H", "H", "H", "C", "C", "C", "O", "H", "H", "H", "H", "H", "H", "H", "H", "C", "C", "C", "O", "H", "H", "H", "H", "H", "H", "H", "H", "C", "C", "C", "O", "H", "H", "H", "H", "H", "H", "H", "H", "C", "C", "C", "O", "H", "H", "H", "H", "H", "H", "H", "H", "C", "C", "C", "O", "H", "H", "H", "H", "H", "H", "H", "H", "C", "C", "C", "O", "H", "H", "H", "H", "H", "H", "H", "H", "C", "C", "C", "O", "H", "H", "H", "H", "H", "H", "H", "H", "C", "C", "C", "O", "H", "H", "H", "H", "H", "H", "H", "H", "C", "C", "C", "O", "H", "H", "H", "H", "H", "H", "H", "H", "C", "C", "C", "O", "H", "H", "H", "H", "H", "H", "H", "H"], "coordinates": [[-19.149, 23.612, 24.322], [-19.786, 24.220, 23.829], [-19.551, 23.464, 25.237], [-18.244, 24.051, 24.416], [-18.951, 22.823, 23.723], [-19.265, 22.858, 20.369], [-20.045, 21.815, 20.096], [-18.796, 23.325, 19.220], [-19.945, 23.794, 21.072], [-17.720, 22.226, 21.346], [-17.130, 21.252, 20.444], [-16.964, 23.427, 21.603], [-18.483, 21.543, 22.731], [-17.408, 20.464, 22.991], [-17.427, 19.229, 22.234], [-16.038, 20.951, 23.283], [-17.907, 19.796, 24.740], [-19.194, 19.520, 24.776], [-17.145, 18.691, 24.977], [-17.754, 20.766, 25.690], [-13.872, 18.069, 26.258], [-13.252, 18.343, 24.923], [-13.963, 17.600, 23.835], [-13.250, 19.726, 24.692], [-14.817, 18.591, 26.407], [-13.235, 18.422, 27.070], [-13.783, 17.005, 26.476], [-12.230, 17.966, 24.870], [-14.133, 16.574, 24.160], [-13.349, 17.571, 22.935], [-14.880, 18.102, 23.526], [-13.800, 19.844, 23.914], [-15.111, 25.783, 16.165], [-15.001, 24.333, 16.638], [-15.240, 24.115, 18.128], [-16.010, 23.685, 15.942], [-15.927, 26.099, 16.815], [-15.416, 25.920, 15.128], [-14.170, 26.305, 16.340], [-14.031, 23.950, 16.319], [-15.110, 23.042, 18.269], [-16.216, 24.392, 18.524], [-14.546, 24.521, 18.864], [-15.597, 23.492, 15.097], [-23.081, 22.310, 24.334], [-22.002, 21.321, 23.811], [-22.501, 20.124, 22.985], [-21.253, 22.035, 22.871], [-23.544, 22.752, 23.452], [-22.581, 22.958, 25.053], [-23.896, 21.810, 24.857], [-21.469, 20.912, 24.670], [-23.121, 19.437, 23.562], [-21.701, 19.524, 22.550], [-22.965, 20.550, 22.096], [-20.356, 21.691, 22.874], [-24.869, 24.403, 20.714], [-23.387, 24.172, 20.618], [-22.802, 24.009, 19.169], [-22.848, 25.366, 21.064], [-25.261, 23.504, 21.190], [-25.303, 24.726, 19.768], [-25.301, 25.157, 21.372], [-23.006, 23.428, 21.317], [-21.713, 24.039, 19.209], [-23.258, 24.807, 18.583], [-23.247, 23.068, 18.848], [-22.185, 25.207, 21.739], [-17.912, 19.058, 17.737], [-16.423, 18.909, 17.446], [-15.873, 20.241, 16.765], [-15.735, 18.646, 18.670], [-18.184, 19.963, 18.280], [-18.244, 18.129, 18.201], [-18.397, 19.107, 16.762], [-16.064, 18.060, 16.865], [-16.615, 20.646, 16.076], [-14.944, 19.998, 16.251], [-15.802, 20.991, 17.553], [-16.245, 19.080, 19.357], [-15.367, 25.253, 27.007], [-15.925, 25.256, 25.569], [-15.238, 24.194, 24.750], [-17.281, 24.958, 25.627], [-15.779, 26.143, 27.483], [-14.277, 25.293, 27.014], [-15.484, 24.249, 27.415], [-15.853, 26.194, 25.018], [-14.148, 24.174, 24.762], [-15.480, 24.559, 23.752], [-15.635, 23.185, 24.856], [-17.631, 25.244, 26.474], [-13.449, 21.684, 20.901], [-12.136, 21.959, 21.647], [-12.332, 22.669, 23.042], [-11.611, 20.680, 21.947], [-14.125, 21.039, 21.461], [-13.266, 21.147, 19.970], [-13.963, 22.611, 20.646], [-11.597, 22.592, 20.942], [-12.943, 23.569, 22.967], [-11.455, 22.978, 23.612], [-12.867, 21.999, 23.714], [-11.268, 20.698, 22.843], [-19.761, 16.142, 21.996], [-18.837, 15.798, 23.166], [-18.788, 14.331, 23.692], [-17.463, 16.067, 22.924], [-19.168, 16.473, 21.144], [-20.381, 17.037, 22.046], [-20.370, 15.274, 21.742], [-19.101, 16.517, 23.941], [-18.647, 13.685, 22.825], [-19.643, 13.836, 24.153], [-17.938, 14.108, 24.336], [-17.519, 16.656, 22.169], [-17.954, 16.161, 26.720], [-17.798, 16.584, 28.175], [-17.979, 18.044, 28.290], [-18.696, 15.904, 28.951], [-17.039, 16.220, 26.130], [-18.848, 16.637, 26.317], [-18.172, 15.093, 26.718], [-16.804, 16.289, 28.512], [-17.858, 18.411, 29.309], [-18.989, 18.331, 27.998], [-17.198, 18.495, 27.677], [-19.549, 16.209, 28.633], [-19.181, 27.708, 23.342], [-20.172, 26.884, 22.513], [-19.569, 26.558, 21.149], [-20.578, 25.745, 23.293], [-18.250, 27.253, 23.680], [-19.754, 28.282, 24.070], [-18.850, 28.487, 22.655], [-21.042, 27.538, 22.462], [-19.006, 27.332, 20.628], [-20.314, 26.092, 20.504], [-18.802, 25.805, 21.331], [-20.798, 26.020, 24.186], [-21.607, 19.500, 16.974], [-21.738, 18.517, 18.158], [-21.200, 18.949, 19.498], [-23.132, 18.050, 18.363], [-22.310, 20.331, 17.025], [-21.744, 19.006, 16.012], [-20.611, 19.944, 16.962], [-21.123, 17.638, 17.962], [-21.166, 18.139, 20.226], [-21.727, 19.810, 19.908], [-20.139, 19.199, 19.500], [-23.138, 17.092, 18.412]], "atomic_forces_ev_per_a": [[-0.23, 0.72, 0.17], [-0.33, 0.77, -0.72], [0.21, -0.74, 0.13], [0.45, 0.79, 0.61], [-0.26, -1.44, 0.10], [0.69, -1.00, 0.76], [-0.11, 0.46, 0.26], [-0.27, 0.47, 0.46], [0.55, -0.98, -0.77], [-0.81, 1.55, -2.63], [-0.82, 0.83, 1.15], [-0.72, -0.50, 0.69], [0.82, 1.52, -2.95], [4.55, -5.32, 4.31], [-0.87, 0.97, -0.01], [-2.24, 0.21, -0.72], [0.87, 0.86, -0.85], [-0.68, -0.92, -0.09], [-1.21, 1.81, 0.08], [0.68, -0.81, -0.40], [1.21, -0.10, 1.32], [-0.01, -0.47, -0.02], [-0.01, -0.20, -0.83], [0.18, 0.68, -0.30], [-0.30, -0.63, -0.26], [0.24, 0.67, -0.05], [-1.05, -0.27, -0.21], [0.35, 0.13, 0.49], [-0.31, 0.03, -0.21], [0.12, -0.05, -0.06], [-0.40, -0.22, 0.29], [-0.10, 0.49, -0.18], [0.19, 0.09, 1.25], [0.53, 1.59, -0.06], [0.53, -0.88, 0.41], [-0.83, -1.67, -0.60], [0.06, 1.02, -0.25], [0.14, -0.37, 0.02], [-0.21, 0.41, 0.20], [0.26, -0.35, 0.38], [-0.34, -0.17, 0.15], [-0.28, 0.05, -0.61], [0.44, 0.52, -0.55], [-0.52, -0.24, -0.29], [0.32, -1.57, -0.38], [-1.63, -1.08, -0.38], [-0.41, 0.14, 0.32], [0.99, 1.42, 0.44], [0.23, 0.65, 0.23], [-0.28, 0.56, -0.37], [0.13, -0.23, 0.14], [0.65, 0.31, 0.08], [-0.38, 0.10, -0.21], [0.48, 0.13, 0.40], [-0.66, -0.19, 0.15], [0.16, -0.37, -0.37], [-1.31, -1.10, 0.00], [1.07, 1.11, -0.61], [-2.00, -0.79, 1.59], [1.59, 2.52, 1.20], [-0.83, -0.38, -0.92], [-0.19, -0.85, -0.29], [1.23, 0.43, 0.46], [-0.38, -0.73, -0.39], [-0.26, -0.13, -0.25], [0.42, 0.08, -0.12], [0.61, -0.24, -0.69], [0.11, 0.00, 0.08], [0.34, -1.11, -1.49], [1.07, 1.76, 0.35], [-0.95, -1.36, 0.75], [0.03, 0.18, 0.15], [0.31, -0.12, 0.26], [-0.29, 0.23, 0.37], [-0.33, 0.07, -0.02], [-0.99, -0.08, -0.54], [0.09, -0.17, -0.30], [0.09, 0.48, 0.18], [0.50, -0.03, -0.04], [0.17, 0.18, 0.41], [0.54, 0.44, -1.38], [2.23, -0.64, 1.30], [-0.35, 0.46, -1.65], [-1.67, -0.36, 0.07], [-0.01, -0.48, 0.91], [0.06, 0.67, -0.25], [-0.95, 0.25, 0.48], [0.50, 0.40, 0.49], [-0.12, 0.16, 0.53], [0.11, -0.83, -0.63], [0.01, 0.04, 0.25], [-0.04, 0.09, 0.09], [-0.19, 0.08, 0.25], [-1.65, 0.21, 1.46], [-0.75, 0.14, -0.74], [0.87, -0.17, -0.59], [-0.01, 0.18, 0.27], [0.31, 0.06, -0.06], [-0.08, 0.08, 0.06], [1.03, -0.21, 0.25], [-0.07, 0.06, -0.27], [0.56, -0.19, -0.53], [-0.17, -0.17, -0.15], [0.07, -0.09, 0.01], [0.33, -0.36, -0.71], [0.00, -0.14, 1.97], [-0.50, -0.46, -0.94], [-0.16, 0.23, -1.06], [0.34, -0.73, -0.44], [-0.30, -0.17, 1.09], [-0.06, 0.17, -0.32], [-0.31, -0.32, 0.61], [0.31, 0.06, -0.35], [-0.50, 0.82, 0.26], [0.05, 0.63, 0.00], [0.88, 0.39, -0.06], [0.04, -1.14, 0.30], [1.38, -0.31, -1.32], [0.55, 1.15, 0.54], [-1.33, -0.86, 1.23], [-0.26, 0.74, -0.25], [0.28, 0.28, -0.51], [-0.08, -0.16, 0.10], [0.11, 0.03, 0.15], [0.13, -0.12, 0.13], [0.00, 0.14, -0.44], [-0.33, 0.49, -0.16], [-0.49, -0.25, 0.26], [-0.25, 1.08, -1.07], [1.01, 1.73, 0.86], [-0.14, -1.54, 0.48], [-0.04, -1.06, -0.83], [-0.39, -0.44, 0.33], [0.40, -0.35, 0.69], [0.14, 0.22, -0.03], [-0.22, -0.14, -0.60], [-0.65, 0.52, 0.36], [0.08, 0.27, -0.16], [0.09, -0.20, -0.01], [-0.16, 0.49, -0.06], [-0.16, -0.17, 0.62], [-0.41, -1.05, 0.17], [0.52, 0.80, 0.62], [0.97, 0.85, -0.57], [-0.17, -0.09, 0.20], [-0.13, -0.15, 0.12], [0.09, -0.10, 0.14], [-0.10, -0.21, -0.65], [-0.78, -0.20, -0.06], [-0.15, -0.08, 0.10], [0.11, 0.37, -0.62], [0.15, 0.02, -0.03]], "mulliken_charge": [0.87, 0.23, 0.44, 0.51, -0.49, -0.56, 0.01, -0.13, 0.37, 0.68, 0.57, -0.64, -0.32, -0.78, -0.01, -0.10, 0.05, -0.24, -0.04, -0.24, -1.45, 0.78, -1.33, -0.53, 0.11, 0.46, 0.47, 0.22, 0.43, 0.43, 0.11, 0.11, -1.26, 0.36, -0.69, -0.50, 0.31, 0.35, 0.33, 0.41, -0.20, 0.14, 0.43, 0.33, -1.21, 0.85, -1.16, 0.54, 0.07, 0.33, 0.44, 0.14, 0.51, 0.04, 0.24, -0.11, -1.57, 2.39, -1.32, -0.63, 0.39, 0.37, 0.36, -1.23, 0.01, 0.48, 0.36, 0.18, -0.97, 0.18, -0.87, -0.58, -0.01, 0.33, 0.52, 0.41, 0.32, 0.47, -0.18, 0.12, -1.64, 0.60, -0.99, -0.44, 0.48, 0.39, 0.42, 0.19, 0.57, 0.12, 0.04, 0.20, -0.71, 0.50, -1.14, -0.59, -0.02, 0.45, 0.08, 0.26, 0.29, 0.42, 0.19, 0.34, -1.16, 1.90, -1.91, -0.59, 0.37, 0.11, 0.34, -0.45, 0.47, 0.39, 0.35, 0.19, -0.70, -0.06, -0.81, -0.60, 0.27, 0.14, 0.38, 0.36, 0.39, 0.26, 0.02, 0.39, -1.68, 0.57, -0.84, -0.58, 0.25, 0.48, 0.47, 0.23, 0.53, 0.17, 0.03, 0.21, -1.19, 0.29, 0.05, -0.58, 0.33, 0.34, 0.18, 0.32, 0.03, 0.01, -0.17, 0.33], "e_above_lowest_kcal_mol": 24.31, "homo_lumo_gap_ev": 8.6, "homo_ev": -9.271}

(3)
{"formula": "H3OS2", "method": "wB97M-V/def2-TZVPD", "elements": ["O", "H", "S", "S", "H", "H"], "coordinates": [[1.858, -0.894, 0.011], [1.618, -0.568, -0.944], [-0.727, 0.982, 1.451], [-1.288, 0.396, -0.470], [1.137, -0.381, 0.378], [-2.599, 0.464, -0.425]], "atomic_forces_ev_per_a": [[-0.52, 1.00, -3.60], [1.19, -1.31, 2.18], [0.08, -0.07, -0.10], [0.76, 0.02, -0.17], [-0.64, 0.32, 1.62], [-0.87, 0.05, 0.08]], "mulliken_charge": [-0.62, 0.33, -0.68, -0.32, 0.24, 0.05], "total_charge": -1, "e_above_lowest_kcal_mol": 8.11, "homo_lumo_gap_ev": 6.2, "homo_ev": -2.454}